Molecular formula: CH4InO
Method: DFT, ωB97M-V with the def2-TZVPD basis set

Structure (XYZ):
```
7
CH4InO (ωB97M-V with the def2-TZVPD basis set)
In -0.86908 -1.58146 -2.01551
C 0.69929 -0.22696 0.89538
O -1.05164 0.17064 -0.37115
H 0.84624 -0.67682 2.72024
H -0.10147 1.09348 1.80572
H 0.63083 0.91741 0.16223
H -0.15417 0.30372 -3.19691
```

Values from the calculation:
- F_max: 5.64 eV/A
- Multiplicity: 1
- E_HOMO: -26.08 eV
- HOMO-LUMO gap: 6.21 eV
- Net charge: +3
- E_LUMO: -19.87 eV
- Energy relative to the best compared isomer or geometry (same formula, charge and spin): 14.2673 eV